No. 1
C6H12Cl2N5 | the ωB97M-V functional and the def2-TZVPD basis

Computed properties:
- charge = +1

Geometry as XYZ:
```
25
Properties=species:S:1:pos:R:3:mulliken_charge:R:1
C -0.53 -0.66 -1.44 0.3230
C 0.25 -0.37 -3.73 0.4165
C 1.99 0.05 -2.01 -0.2418
C -1.70 -0.55 1.42 -0.8084
C 1.30 1.73 0.91 -0.9077
C -1.07 -1.67 0.75 -0.2210
N -0.96 -1.40 -0.59 -0.2140
N -0.79 -0.60 -2.83 -0.0941
N 0.94 0.51 -1.16 -0.3237
N 1.47 0.07 -3.33 -0.0792
N 1.14 0.42 0.19 -0.0880
Cl -0.08 -0.99 -5.28 -0.0605
Cl 2.52 -1.67 -1.58 -0.1601
H 2.96 0.52 -2.03 0.4227
H -0.99 0.23 1.36 -0.0012
H -2.57 -0.16 0.84 0.2884
H -2.00 -0.95 2.35 0.3724
H 0.45 1.97 1.52 0.2556
H 2.23 1.86 1.44 0.3607
H 1.47 2.49 0.11 0.3257
H -1.61 -2.66 1.06 0.3560
H -0.06 -1.84 1.18 0.2086
H -1.52 -1.23 -3.12 0.3252
H 2.05 0.08 -4.17 0.2766
H 1.84 -0.36 0.46 0.2684
```

***

No. 2
C3H7NO | the ωB97M-V functional and the def2-TZVPD basis

Computed properties:
- charge = 0
- SMILES = OC[C@@H]1CN1

Geometry as XYZ:
```
12
Properties=species:S:1:pos:R:3:mulliken_charge:R:1
O -2.07 0.39 -0.12 -0.4911
C -1.05 -0.56 -0.32 -0.7298
C 0.22 -0.15 0.37 0.3302
C 1.10 0.86 -0.24 -0.4855
N 1.48 -0.59 -0.26 -0.6060
H -2.28 0.41 0.84 0.3151
H -0.85 -0.64 -1.39 0.3381
H -1.37 -1.58 0.01 0.2445
H 0.15 -0.18 1.46 0.3652
H 1.65 1.52 0.44 0.2678
H 0.80 1.28 -1.19 0.2107
H 2.23 -0.78 0.41 0.2408
```

***

No. 3
C4H8N2O2 | the ωB97M-V functional and the def2-TZVPD basis

Computed properties:
- charge = 0
- SMILES = [H]/N=C\N(O)[C@H]1C[C@@H]1O

Geometry as XYZ:
```
16
Properties=species:S:1:pos:R:3:mulliken_charge:R:1
H -0.86 2.06 -1.45 0.2593
N -0.90 1.63 -2.29 -0.7123
C -0.30 0.45 -2.19 -0.1137
N 0.17 -0.28 -1.09 0.2359
O 0.52 -1.66 -1.42 -0.4839
C 0.42 0.17 0.28 -0.4005
C -0.80 0.56 1.16 -0.6560
C -0.07 -0.71 1.39 0.1050
O 1.01 -0.75 2.41 -0.5327
H -0.22 -0.08 -3.02 0.5213
H 1.60 -1.75 -0.94 0.3869
H 1.47 0.67 0.55 0.2094
H -0.62 1.52 1.67 0.2713
H -1.67 0.41 0.47 0.3108
H -0.31 -1.80 1.10 0.2712
H 0.57 -0.45 3.36 0.3280
```

***

No. 4
C5H12N2O | the ωB97M-V functional and the def2-TZVPD basis

Computed properties:
- charge = 0

Geometry as XYZ:
```
20
Properties=species:S:1:pos:R:3:mulliken_charge:R:1
N -3.06 1.89 -0.75 -0.4061
C -2.13 1.07 -0.24 -0.0985
C -0.79 1.59 -0.14 0.1484
N 0.17 0.64 0.48 -0.3557
C 0.66 -0.43 -0.39 -0.6389
C 0.89 -1.76 0.35 -0.5316
C 2.30 -1.98 0.89 -1.2012
O -0.61 2.84 0.07 -0.8096
H -3.90 1.96 -0.17 0.2951
H -2.58 2.82 -0.67 0.3402
H -2.25 -0.02 -0.30 0.3196
H -0.43 1.44 -1.47 0.2108
H 0.93 1.24 0.77 0.2926
H 0.06 -0.57 -1.30 0.5540
H 1.62 -0.12 -0.84 0.3089
H 0.81 -2.51 -0.45 0.2348
H 0.11 -1.94 1.09 0.3444
H 2.40 -2.82 1.57 0.3448
H 2.80 -1.16 1.43 0.3194
H 3.00 -2.18 0.07 0.3286
```

***

HOMO energy for every record listed, in sequence, given in eV: -12.0 -9.7 -8.8 -7.9.
Kohn-Sham gap for every record listed, in sequence, given in eV: 7.0587 10.6217 9.2760 6.8015.
Lowest unoccupied orbital energy for every record listed, in sequence, given in eV: -4.97 0.92 0.47 -1.14.